1.
Density functional theory data (ωB97M-V with the def2-TZVPD basis set) for a molecular structure, C29H29F5N10O7SScTe.

HOMO-LUMO gap in eV: 7.3
HOMO level in eV: -10.78
LUMO level in eV: -3.5
Net charge: +1
Relative energy (zero: lowest compared OMol25 entry of this formula, charge and spin) in kcal/mol: 0.0

The geometry in XYZ format:
```
83
Properties=species:S:1:pos:R:3:forces:R:3
C -3.0096 -5.1467 -3.4989 0.287 0.378 0.726
H -2.8232 2.9412 -2.9101 -0.043 -0.081 -0.079
C -1.2709 -3.4258 2.9240 0.076 0.041 -0.045
C -2.2968 -4.0968 -1.0467 -0.014 -0.054 0.109
N -0.9419 1.9858 -0.2857 -0.408 0.466 -0.365
H 1.4092 -1.7546 -1.9433 -0.041 0.069 -0.045
H 2.8830 0.8697 2.4798 -0.088 -0.063 0.001
H -1.8202 0.9437 -1.8461 -0.038 0.115 -0.049
O -3.1293 -5.0373 -5.7771 0.029 0.144 -0.254
O -3.9032 -6.7937 -4.8026 -0.143 -0.260 -0.056
F -2.7768 1.9659 2.3832 -0.253 -1.043 -0.787
C -1.1803 -1.3782 4.1534 0.165 -0.061 -0.117
H -1.4059 -0.7859 5.0274 -0.035 0.074 0.032
O -2.5559 -5.7007 1.0925 0.040 0.036 0.251
O -0.9281 -1.6421 -0.9997 0.097 -0.198 0.092
C -0.4525 -0.8295 3.1079 0.178 -0.119 0.132
C -0.5295 -2.8072 1.9348 0.117 -0.240 -0.007
C 1.0980 2.3782 1.8932 -0.181 0.424 -0.213
F -4.0182 1.8128 0.0369 0.530 -1.143 0.702
O -3.6481 -7.1875 -0.0141 -0.130 -0.197 0.019
C -3.2319 -5.9028 -2.3598 -0.079 -0.117 0.071
C 2.1324 0.2307 2.0012 0.177 -0.196 -0.067
C -1.3579 -2.0323 -2.1479 -0.045 -0.108 -0.808
C -1.3089 4.3440 -0.2560 -0.013 -0.141 0.021
H 0.5654 1.2750 -6.2763 -0.010 -0.028 -0.065
C -2.2293 3.0458 -2.0164 0.089 -0.103 -0.055
H 0.3824 -0.1159 -3.4796 0.115 0.231 0.092
N 3.3047 2.1112 -4.9346 0.221 -0.004 -0.782
C -2.0514 -3.3715 -2.2031 -0.064 -0.009 0.107
N -3.0470 -6.1475 0.0744 0.009 -0.063 0.113
H 2.0192 -0.6728 2.6103 0.068 0.211 0.001
H 1.8178 2.5437 1.0947 0.088 -0.050 0.181
C -1.6288 -2.6843 4.0423 0.158 0.168 -0.131
F -3.7258 -0.3843 3.0988 0.182 0.347 -1.295
C 2.4875 2.1423 -2.8422 0.129 -0.003 0.016
C 4.0055 -0.3165 0.4146 -0.134 -0.112 -0.047
N -3.3811 -5.7053 -4.8018 0.018 -0.016 -0.029
S 2.3014 2.4286 -1.2282 0.049 0.294 0.407
H -3.6748 -6.8872 -2.4241 0.020 0.052 0.007
H -2.4591 5.1819 -1.8654 -0.008 0.006 0.014
C -2.8658 -5.3590 -1.1390 0.146 0.501 -0.788
H 3.8175 -2.0334 -2.4853 -0.059 0.028 -0.033
N 3.4863 2.5322 -3.6577 -0.709 -0.390 0.218
C 0.0673 0.5896 3.1630 -0.245 -0.015 0.180
C -0.1016 3.2848 1.6409 0.032 -0.254 -0.036
H 4.2746 3.1073 -3.4111 -0.077 -0.063 0.052
N 0.8255 0.9264 1.9429 -0.044 -0.202 0.100
H -2.0556 -3.6735 -0.0834 0.013 -0.085 -0.006
N 1.6515 1.4326 -3.6645 0.534 0.294 -0.131
C 2.6416 -0.2531 0.6694 0.160 0.070 0.008
Sc -0.4330 -0.1233 0.1767 1.476 0.060 0.146
H 1.5556 2.6990 2.8399 0.025 -0.154 -0.065
O -2.2687 -0.2155 0.8383 0.069 -0.595 -0.275
C 2.1940 1.4563 -4.9364 0.046 0.054 0.131
H -0.8754 3.1363 2.3968 0.050 0.079 0.060
N -0.1563 -1.5229 1.9979 -0.366 0.117 0.332
H -0.7807 1.2694 3.2722 0.095 -0.028 -0.061
H -0.1797 -3.3515 1.0633 -0.219 0.064 -0.009
H 4.7149 0.1047 1.1114 -0.037 0.043 0.090
C 2.1725 -1.3405 -1.2974 -0.028 -0.119 -0.170
C 3.5125 -1.4947 -1.5997 -0.057 0.121 0.043
N 1.7323 -0.7206 -0.1974 0.391 -0.024 0.125
F -4.9793 -0.6170 0.6913 1.152 0.517 0.302
H 0.2557 4.3101 1.7522 -0.032 -0.053 0.048
H -2.2382 -3.1183 4.8200 -0.023 -0.052 0.065
H -1.5720 -4.4557 2.8078 0.031 -0.003 0.003
O -1.1872 -1.3970 -3.1833 -0.110 -0.107 0.060
H 0.6989 0.7126 4.0572 -0.073 0.011 -0.116
C 1.5407 0.8211 -6.0963 0.011 -0.042 -0.039
N 0.4562 0.8764 -3.2432 -0.197 -0.288 -0.190
C -0.7834 3.1802 0.3040 0.089 0.207 0.046
H -2.2498 -3.3236 -4.3393 0.020 -0.026 -0.016
H 1.3939 -0.2427 -5.9161 -0.050 -0.075 -0.040
H -1.1613 5.2881 0.2479 0.058 -0.006 0.049
H 5.5032 -1.0100 -0.9540 0.071 0.008 -0.010
C -2.0377 4.2879 -1.4267 0.131 -0.319 0.058
H 2.1676 0.9503 -6.9719 0.004 0.021 -0.060
C -2.4206 -3.8935 -3.4379 -0.056 -0.052 -0.137
F -5.2209 1.4306 2.1935 0.645 -0.521 -0.375
C -1.6691 1.9361 -1.4191 0.073 0.110 0.048
Te -3.7218 0.5654 1.4480 -4.010 2.502 2.404
C 4.4472 -0.9388 -0.7397 -0.136 -0.033 0.083
H -0.3155 1.3361 -3.7223 0.095 0.049 0.114
```
Positions in Å, forces in eV/Å.

Results of the Mulliken charge analysis, in e, for atoms 1 through 2:
1 C -0.426
2 H 0.604

2.
Density functional theory data (ωB97M-V with the def2-TZVPD basis set) for 2 unconnected molecules or ions with the total composition C29H29N3O2.

HOMO-LUMO gap in eV: 3.4
HOMO level in eV: -5.35
LUMO level in eV: -1.9
Net charge: 0
Relative energy (zero: lowest compared OMol25 entry of this formula, charge and spin) in kcal/mol: 80.7

The geometry in XYZ format:
```
63
Properties=species:S:1:pos:R:3:forces:R:3
H 1.4705 2.8570 -4.8396 -0.201 -0.119 0.209
H -2.0835 1.2848 3.9024 -0.334 -0.191 0.021
H -1.1371 -2.0486 0.1827 -0.359 -0.091 0.101
H -6.7080 0.8176 5.3762 0.031 -0.068 -0.062
C -1.8980 -1.7091 -0.5221 0.062 -0.347 0.451
H 3.9863 -1.2051 -5.0755 -0.009 0.074 0.273
H 3.0054 1.8031 1.8373 -0.098 -0.219 -0.117
H -3.4924 -1.7056 -2.9712 0.073 0.325 -0.025
C 2.9229 0.7162 1.6941 -0.411 0.013 0.421
C -1.1283 0.4995 -3.3220 0.415 0.392 -0.049
H -2.4534 1.0251 -4.9353 0.240 0.232 -0.073
H -3.6068 -0.0974 -3.7496 -0.079 -0.208 0.223
C 4.1228 -0.8224 -4.0646 -0.109 -0.001 0.300
C -0.5065 2.0257 -5.0360 -0.104 -0.305 0.206
C -5.0543 -0.2703 4.5066 0.478 -0.113 0.085
H -0.6097 -2.2051 3.8489 0.175 0.254 0.335
C 2.4199 -0.2654 -0.6744 0.514 -0.033 0.109
N -1.9336 -0.3415 -2.5580 0.152 -0.622 0.831
C -2.2855 -0.8395 4.1541 -1.372 0.216 -0.064
H 3.5793 0.2483 2.4392 -0.194 -0.014 -0.169
H -4.4890 1.7922 4.2010 0.089 -0.258 -0.002
C 3.0891 -0.9531 -3.1259 0.362 0.002 -0.245
C 1.0434 -0.5312 -0.5319 -0.207 0.201 -0.216
C 5.5638 0.2838 -2.4415 -0.193 -0.288 -0.184
H -2.3445 -2.5804 -1.0189 0.182 0.137 0.067
H -2.7067 -1.2121 0.0333 0.263 0.000 -0.079
C -0.9253 -1.1690 3.9008 1.124 0.229 0.204
O -0.2179 0.9972 3.8711 0.977 -0.331 0.108
H 6.3841 1.3456 -0.1895 -0.104 0.035 0.281
N 4.4711 0.5596 -0.2026 -0.393 -0.114 0.272
H -0.7239 2.5700 -5.9566 0.102 -0.187 0.286
N 0.0665 -0.2351 3.9789 -0.284 -0.506 -0.343
C -3.2227 -1.8696 4.4730 0.532 0.448 -0.337
C -3.3328 -0.6266 -2.8362 -0.150 -0.126 0.077
C -1.4752 1.1763 -4.4882 0.519 0.075 0.204
H 5.2119 2.2489 0.8175 0.112 -0.301 -0.154
H 5.8445 0.6807 1.3849 -0.020 0.156 -0.284
H -5.2921 -2.3761 4.8721 0.304 0.135 -0.069
C 1.0361 1.5216 -3.1986 0.003 0.073 -0.423
H 1.8979 0.4143 1.8995 0.068 0.142 0.476
H -2.8315 -2.8843 4.5770 -0.259 0.183 -0.002
C 3.2703 -0.4358 -1.8465 0.471 0.733 -0.192
C -4.1359 0.7592 4.2606 -0.154 -0.659 0.160
H -3.9713 -0.2783 -2.0117 0.227 -0.059 -0.249
C 3.2504 0.3074 0.3271 0.527 -0.180 -0.745
H -6.9415 0.3587 3.6888 -0.021 -0.021 0.085
H 2.1569 -1.4498 -3.3705 0.055 0.121 -0.187
C 0.7316 2.1903 -4.3953 -0.158 -0.126 0.318
C 5.3366 -0.1919 -3.7379 -0.077 0.022 0.305
C -2.7857 0.4857 4.0963 -0.338 0.031 -0.075
C -1.2537 -0.8058 -1.4852 -0.350 0.706 -0.801
H 1.9679 1.7166 -2.6843 0.055 -0.070 -0.170
H 0.7069 -0.9414 0.4172 -0.047 0.212 0.132
H 6.4912 0.7658 -2.1345 -0.154 -0.190 -0.338
O 1.2793 -0.5984 4.1296 -0.363 0.053 -0.389
C 4.5343 0.1205 -1.5237 -0.580 0.057 -0.201
C 0.1249 0.6069 -2.6740 -0.483 -0.011 -0.517
C -4.5723 -1.5868 4.6358 -0.047 0.491 -0.105
H -7.0521 -0.8657 4.9587 -0.096 0.053 -0.003
C 0.0678 -0.2767 -1.5015 0.181 -0.068 -0.171
C -6.5136 0.0288 4.6422 -0.303 0.011 0.015
H 6.1105 -0.0792 -4.4991 -0.246 -0.056 0.244
C 5.5407 1.2495 0.4955 0.002 0.068 0.239
```
Positions in Å, forces in eV/Å.

Results of the Mulliken charge analysis, in e, for atoms 1 through 2:
1 H 0.404
2 H 0.510

3.
Density functional theory data (ωB97M-V with the def2-TZVPD basis set) for a single C29H29N3O6S2 molecule.

SMILES string: COCCN(CCOC)S(=O)(=O)c1ccc(C(=O)Nc2nc(-c3ccccc3)c(C(=O)c3ccccc3)s2)cc1
HOMO-LUMO gap in eV: 8.0
HOMO level in eV: -8.35
LUMO level in eV: -0.3
Net charge: 0
Relative energy (zero: lowest compared OMol25 entry of this formula, charge and spin) in kcal/mol: 5.9

The geometry in XYZ format:
```
69
Properties=species:S:1:pos:R:3:forces:R:3
H -6.0246 1.8080 0.1353 0.108 -0.030 0.003
H -5.4394 3.5872 -3.6299 0.107 0.040 0.011
H -3.9669 -2.3281 2.7468 -0.014 -0.069 0.017
C -0.2048 -2.3633 -0.4183 -0.643 -0.071 0.196
S -3.2771 0.4455 1.4086 0.005 0.081 -0.261
H 0.4150 4.9970 0.4949 -0.047 0.080 0.004
C 0.8563 1.6546 0.6124 0.181 -0.013 -0.026
H 0.3316 0.7445 0.8572 -0.051 -0.083 -0.007
C 7.6341 0.4080 1.2727 -0.135 -0.019 -0.019
C -1.2505 -1.3950 1.5134 -0.032 0.031 0.161
C -4.9517 2.9157 -2.9260 0.022 0.020 -0.001
C 2.8591 2.7536 -0.1435 -0.104 -0.139 0.019
H -6.6231 -0.4015 0.7402 0.055 0.070 0.003
H 3.8753 2.7098 -0.5041 0.066 0.006 -0.004
C 9.1958 -0.3768 -0.3664 0.013 -0.010 -0.055
O -2.7963 1.7829 1.1974 -0.064 -0.067 -0.239
C 2.2204 3.9733 -0.0285 0.052 0.075 -0.039
H 2.7327 -3.7905 -1.1222 -0.256 0.066 0.008
C 2.7965 0.2668 0.0577 1.131 -0.245 0.079
H 7.4014 0.7527 2.2692 -0.017 0.045 0.076
C -5.4575 0.9218 -1.7474 0.043 -0.091 0.231
N 1.9938 -0.7666 -0.3075 -0.547 -0.060 -0.263
C 6.8874 -0.0959 -0.9590 -0.072 0.078 0.094
H -4.3271 2.0864 -0.3001 -0.251 0.095 -0.127
O 0.4201 -4.3748 -1.5450 -0.128 -0.034 -0.079
C 0.7489 -3.3515 -0.9981 0.038 0.047 0.002
C 8.9217 0.0495 0.9235 0.048 0.014 0.059
H -1.3603 -1.2866 2.5808 0.031 -0.071 0.143
C 0.9060 4.0390 0.4075 -0.014 -0.003 0.008
O 5.0476 1.6305 1.5448 0.160 -0.136 -0.102
H -4.5746 3.4954 -2.0780 0.014 0.016 -0.032
C 0.2210 2.8764 0.7232 -0.081 0.111 0.034
H -6.2665 0.1865 -1.7394 0.114 -0.063 -0.002
O -5.9320 1.9807 -2.5387 -0.195 -0.027 0.113
C -4.0269 -3.1481 2.0254 -0.023 -0.066 0.022
C 5.2363 0.7272 0.7539 -0.092 0.148 0.187
H -4.8807 -3.7904 2.2713 0.025 -0.016 0.008
N 2.0911 -3.0618 -0.8294 0.236 -0.656 -0.141
H 8.3988 -0.7518 -2.3177 0.022 -0.012 -0.080
C -2.0829 -0.6745 0.6795 -0.235 0.303 0.268
C 2.6366 -1.8684 -0.4557 1.342 0.521 0.317
C -1.0500 -1.6341 -1.2458 0.058 -0.085 0.106
C -5.1296 1.3480 -0.3051 -0.028 0.618 -0.570
C -0.3045 -2.2417 0.9641 -0.071 -0.031 -0.237
O -3.5232 0.0234 2.7598 0.010 -0.238 -0.182
C 2.1835 1.5819 0.1910 -0.277 0.441 0.051
H 9.7144 0.1075 1.6544 0.061 -0.003 0.059
H -5.5088 -0.7925 2.0674 -0.274 -0.042 -0.086
H -0.8083 2.9073 1.0471 -0.020 0.039 0.030
H 6.1047 -0.1233 -1.7034 -0.059 -0.018 -0.034
H 0.3486 -2.8148 1.6054 0.084 -0.027 0.082
C -5.3604 -2.1101 0.3581 -0.335 0.106 0.042
H -4.5711 0.4626 -2.2104 -0.054 -0.017 0.042
H 2.7506 4.8783 -0.2862 0.038 0.072 -0.025
H -2.6356 -0.1855 -1.3140 -0.067 0.012 -0.176
N -4.6607 0.2502 0.5001 0.970 0.090 0.607
H -0.9704 -1.7416 -2.3166 -0.017 0.009 -0.111
H -5.3423 -2.0250 -0.7314 -0.127 0.016 0.046
H 10.2029 -0.6533 -0.6415 0.079 -0.024 -0.022
C 4.1327 -0.0602 0.1968 -0.689 -0.136 -0.138
O -4.1206 -2.6761 0.6978 -0.026 0.071 -0.043
C 8.1809 -0.4379 -1.3076 0.112 -0.042 -0.087
C -1.9798 -0.7722 -0.6922 0.085 0.025 -0.107
C 6.6039 0.3188 0.3398 0.447 0.125 0.041
H -6.1807 -2.7829 0.6536 0.034 0.026 -0.068
S 4.3666 -1.7533 -0.1705 -0.786 0.087 -0.032
H -4.1080 2.4199 -3.4207 -0.001 0.013 -0.002
C -5.6087 -0.7277 0.9802 0.076 -0.931 0.131
H -3.1105 -3.7336 2.0688 -0.031 -0.020 0.098
```
Positions in Å, forces in eV/Å.

Results of the Mulliken charge analysis, in e, for atoms 1 through 2:
1 H 0.263
2 H 0.266